# 1
67
Properties=species:S:1:pos:R:3:forces:R:3:lowdin_charge:R:1 method="wB97M-V/def2-TZVPD" e_homo_ha=-0.3888 total_charge=+1 mol_weight_g_mol=776.53 orbital_gap_ev=7.42 e_above_lowest_kcal_mol=35.9 e_lumo_ev=-3.16
Ta 0.602879 0.325103 -1.095581 1.15 -1.34 0.26 1.49
Cl 2.029460 3.645139 -0.279457 0.48 0.42 0.31 0.75
C 3.071054 3.360612 -1.616050 0.20 -2.40 -1.72 -0.57
C 4.146340 4.139482 -2.023630 -0.57 0.26 1.42 -0.11
C 4.774896 3.940243 -3.229989 0.46 -0.96 -0.91 -0.08
C 4.419637 2.881118 -4.075548 -0.61 -0.42 0.59 -0.07
C 3.479484 1.953697 -3.569690 -0.31 0.77 -1.00 -0.60
Cl 2.865341 0.731297 -4.632311 0.28 -0.30 -0.02 0.70
C 2.775548 2.132415 -2.381898 1.31 3.14 0.80 -0.41
N 1.810669 1.314823 -1.934056 -1.13 -1.48 1.02 -0.23
H 4.561642 4.896586 -1.357727 -0.51 0.06 -0.19 0.12
H 5.604783 4.595963 -3.440288 0.00 0.06 -0.41 0.11
H 4.766553 2.714122 -5.113244 0.08 0.30 0.96 0.12
C -6.986498 3.227228 0.653339 1.04 0.52 1.89 -0.04
C -5.617703 2.918645 0.093236 -0.01 1.01 -2.09 -0.23
C -5.025523 3.615741 -1.037905 -0.23 -1.96 1.35 0.02
C -3.806789 3.140385 -1.538719 -0.17 1.78 0.62 -0.05
C -3.018336 2.212090 -0.841582 -2.40 0.06 -0.85 -0.28
C -3.695871 1.371022 0.074525 -0.66 3.44 -0.59 -0.01
C -4.979166 1.779506 0.539998 1.63 -1.39 -0.05 -0.03
S -1.365534 2.188449 -1.353993 -1.21 0.72 -3.29 0.55
O -0.619322 1.967502 -0.108421 1.44 -0.06 0.85 -0.43
O -1.113742 0.860419 -2.071454 0.04 -0.94 0.19 -0.45
O -1.061598 3.221606 -2.337200 -0.50 -0.92 2.67 -0.24
H -7.672630 2.461115 0.438696 -0.93 -1.04 -0.88 0.07
H -7.438090 4.183978 0.442167 0.21 0.28 -0.46 0.08
H -6.959137 3.151039 1.765430 0.27 0.28 -0.56 0.10
H -5.526192 4.446705 -1.522905 -0.02 -0.17 0.10 0.12
H -3.383844 3.669948 -2.387407 0.07 -0.09 0.15 0.11
H -3.157822 0.596642 0.479236 0.85 -1.93 1.17 0.07
H -5.443406 1.143507 1.301129 0.06 0.32 -0.26 0.12
C -1.594761 -1.081055 3.593596 -0.53 0.62 1.71 -0.17
C -1.629378 -1.821353 2.301658 -0.13 -2.68 0.15 -0.19
N -0.477158 -1.545546 1.445206 0.00 1.40 1.12 0.08
C 0.553523 -0.741415 1.851166 -0.69 -1.07 -2.92 -0.36
N 1.353271 -0.344927 0.813575 -0.33 0.49 0.12 -0.14
C 2.756478 -0.024933 1.100229 0.24 0.51 0.65 -0.20
C 2.862806 0.795896 2.416559 -1.67 1.04 -0.57 -0.15
C 2.136241 0.077298 3.522310 -2.05 -0.29 0.17 -0.09
N 0.706809 -0.397883 3.102396 2.37 0.35 1.42 0.02
C -0.148066 -1.017850 4.109788 -1.05 0.02 0.10 -0.13
H -2.247183 -1.493268 4.463787 1.00 0.24 -1.85 0.16
H -1.921078 -0.047120 3.510223 -0.08 0.21 -0.28 0.11
H -2.506666 -1.756355 1.668157 -0.42 0.45 0.27 0.11
H -1.630983 -2.900190 2.651044 0.30 0.74 -0.82 0.14
H -0.329893 -2.161868 0.627806 0.33 -0.02 -0.04 0.07
H 3.153946 0.462461 0.195899 0.06 0.15 0.67 0.10
H 3.352570 -0.935231 1.226596 -0.19 -0.15 -0.06 0.13
H 2.362496 1.811240 2.345312 0.91 -0.98 -0.39 0.13
H 3.875023 0.881529 2.762372 0.61 0.35 -0.13 0.11
H 2.019053 0.627801 4.461348 -0.13 0.37 -0.46 0.13
H 2.692886 -0.779140 3.813114 0.31 -1.23 0.10 0.11
H -0.277078 -0.339334 4.936773 0.80 0.20 0.53 0.12
H 0.191282 -2.001164 4.476701 0.21 0.36 -0.32 0.14
C 2.323425 -6.580290 -2.614700 0.61 0.10 0.36 -0.03
C 1.557463 -5.609251 -1.721756 -1.03 1.39 -1.01 -0.25
C 0.748420 -5.814426 -0.566791 2.49 -3.12 -1.32 -0.02
C 0.225191 -4.756142 0.092966 -2.36 0.47 -0.74 -0.15
N 0.263084 -3.526976 -0.404050 1.67 0.75 -1.89 0.02
C 0.990385 -3.386976 -1.588429 -1.12 0.15 2.34 -0.72
S 1.286182 -1.752157 -2.198694 0.06 0.37 -0.72 0.60
N 1.567953 -4.363152 -2.267940 0.15 0.05 1.00 0.08
H 1.751797 -7.454499 -2.915999 -0.29 0.08 -0.05 0.08
H 3.193676 -6.993267 -2.081030 -0.22 0.18 0.03 0.09
H 2.731680 -6.039467 -3.511213 -0.70 -0.47 0.97 0.10
H 0.655148 -6.882777 -0.266376 -0.15 1.12 0.22 0.13
H -0.585631 -4.894341 0.809698 0.71 -0.16 0.58 0.12



# 2
91
Properties=species:S:1:pos:R:3:forces:R:3:lowdin_charge:R:1 method="wB97M-V/def2-TZVPD" e_homo_ha=-0.3297 smiles="CC(C)=NC1=C(CCCCOC=O)C(=O)C=CC1=O.ClC(Cl)Cl.ClC(Cl)Cl.ClC(Cl)Cl.ClC(Cl)Cl.ClC(Cl)Cl.ClC(Cl)Cl.ClC(Cl)Cl.ClC(Cl)Cl.ClC(Cl)Cl.ClC(Cl)Cl.ClC(Cl)Cl" mol_weight_g_mol=1576.45 orbital_gap_ev=7.18 e_lumo_ev=-1.79
C -0.084728 3.039307 2.803456 0.45 -0.64 -1.30 -0.06
C -0.277193 1.573138 2.022644 0.31 -0.87 1.40 -0.25
C -0.375995 1.645903 0.387542 -0.67 0.82 0.35 -0.11
N -0.372507 0.429068 2.793921 -4.04 3.20 -2.80 0.06
C -1.730018 -0.189959 2.399007 0.46 -2.75 -2.52 -0.09
C -1.841093 -1.372589 1.453411 -0.53 2.84 2.51 -0.03
C -0.435258 -1.971057 0.870516 -0.05 0.08 0.64 -0.14
C -0.459088 -3.549139 0.439853 0.41 -0.69 0.25 -0.18
C 0.762685 -4.007707 -0.571183 -1.19 -0.93 -0.51 -0.20
C 1.021222 -2.994427 -1.832945 2.97 0.13 0.86 -0.23
O -0.192102 -2.427167 -2.440517 1.01 3.58 0.16 -0.11
C -0.053458 -0.995334 -2.745412 4.39 1.95 -1.63 -0.17
O 1.020535 -0.383343 -3.249710 -6.37 -4.32 3.25 -0.05
C -3.358959 -1.870714 1.097537 -1.98 -2.28 -3.09 -0.18
O -3.722164 -2.649871 0.064473 2.61 4.55 6.07 -0.05
C -4.627468 -1.341209 2.051148 0.26 2.87 2.26 0.01
C -4.544690 -0.175484 2.974629 1.79 -3.32 -3.17 0.01
C -3.051222 0.574329 3.053579 -1.47 3.53 2.63 -0.16
O -3.024785 1.746825 3.691354 0.49 -6.68 -3.89 -0.05
H 0.935160 3.521009 2.462869 -1.97 -0.84 0.84 0.09
H -0.184347 2.936949 3.970465 0.25 0.04 -2.56 0.09
H -0.951681 3.725267 2.359620 1.80 -1.59 1.03 0.05
H -0.967238 0.762406 -0.112144 1.17 1.55 1.27 0.05
H 0.689060 1.694430 -0.123923 -2.00 -0.08 1.42 0.11
H -0.988987 2.631280 0.128505 2.23 -2.34 0.76 -0.02
H 0.366780 -1.878686 1.750327 -1.87 0.04 -1.88 0.10
H -0.063834 -1.230487 0.034097 -0.77 -1.66 1.46 0.10
H -0.303522 -4.178498 1.440786 -0.46 1.35 -2.15 0.13
H -1.453187 -3.927065 -0.045595 1.77 1.19 0.97 0.11
H 1.758615 -4.275049 0.030569 -2.07 1.08 -1.52 0.10
H 0.418099 -5.047318 -1.046517 0.64 2.32 1.22 0.08
H 1.695985 -2.105438 -1.410482 -1.62 -1.87 -1.10 0.06
H 1.695350 -3.531162 -2.653073 -1.70 1.09 1.69 0.11
H -0.973963 -0.290758 -2.467650 1.56 -2.13 -0.70 0.13
H -5.685064 -1.890621 1.975088 2.78 1.13 -0.17 0.13
H -5.475238 0.176810 3.594891 2.27 -0.51 -1.31 0.12
Cl 4.520575 -6.619198 0.122469 -0.15 0.10 -0.36 0.50
C 4.076527 -5.944476 -1.454575 0.10 -0.05 -0.17 -1.47
Cl 2.437642 -6.444451 -1.906015 0.39 -0.21 -0.15 0.57
Cl 4.204064 -4.177305 -1.433384 0.12 -0.67 -0.21 0.51
H 4.772905 -6.331038 -2.202946 -0.25 0.10 0.27 0.02
Cl 3.981799 -1.323392 -0.503938 0.14 0.50 0.20 0.53
C 4.450474 -1.409835 1.202629 0.04 -0.02 0.15 -1.48
Cl 3.104028 -0.916175 2.243349 0.31 -0.04 -0.34 0.51
Cl 4.989895 -3.045830 1.617535 0.00 0.29 0.13 0.50
H 5.282881 -0.720860 1.366464 -0.29 -0.24 -0.07 0.02
Cl 4.918621 -0.731031 6.502482 -0.14 -0.12 -0.06 0.49
C 3.347297 -1.549809 6.509143 -0.08 -0.08 -0.09 -1.53
Cl 2.640177 -1.525875 8.133681 0.09 -0.05 -0.17 0.52
Cl 2.248242 -0.796379 5.341227 0.01 -0.10 0.39 0.49
H 3.500454 -2.591338 6.215559 -0.04 0.35 0.10 0.02
Cl -4.615790 0.770914 -4.444596 0.42 0.10 0.15 0.52
C -2.962428 1.073813 -5.005085 -0.04 -0.16 0.23 -1.49
Cl -2.977856 1.981202 -6.526967 0.08 -0.02 0.05 0.56
Cl -2.036921 1.945232 -3.770716 -0.07 -0.16 -0.47 0.52
H -2.477354 0.110802 -5.183248 -0.15 0.31 0.02 0.02
Cl -2.137592 5.867434 3.887500 -0.11 -0.01 0.15 0.51
C -3.206612 5.161688 5.111681 -0.07 -0.18 0.04 -1.53
Cl -2.350101 4.973011 6.651327 -0.10 -0.01 -0.22 0.52
Cl -4.654497 6.160817 5.323752 0.14 -0.12 -0.05 0.52
H -3.518318 4.172326 4.767540 0.15 0.28 0.08 0.00
Cl -2.157739 5.362663 -2.051866 -0.40 -0.44 0.36 0.49
C -3.268602 4.528469 -0.952046 -0.26 0.21 -0.10 -1.47
Cl -2.826730 2.819289 -0.799829 -1.26 0.55 -0.27 0.56
Cl -3.276724 5.312699 0.636828 -0.01 -0.16 -0.17 0.52
H -4.276516 4.587628 -1.370422 0.34 -0.03 0.15 0.03
Cl -5.788122 4.164720 -10.184692 0.01 -0.06 0.21 0.51
C -6.087765 3.971696 -8.449049 -0.01 -0.06 0.03 -1.54
Cl -6.077992 5.546610 -7.637094 0.05 -0.21 -0.06 0.52
Cl -7.627008 3.138777 -8.172320 0.22 0.09 -0.02 0.51
H -5.285312 3.361603 -8.026812 -0.28 0.19 -0.12 -0.02
Cl 6.686778 -6.101408 2.379452 0.12 -0.02 0.39 0.48
C 6.387134 -6.294431 4.115095 0.07 -0.04 0.06 -1.52
Cl 6.396907 -4.719518 4.927049 0.04 -0.16 -0.07 0.51
Cl 4.847891 -7.127351 4.391824 0.20 0.08 -0.04 0.52
H 7.189587 -6.904525 4.537332 -0.29 0.22 -0.14 0.02
Cl -5.247099 -0.617177 -9.939749 0.09 0.05 0.20 0.52
C -4.778424 -0.703620 -8.233182 -0.04 0.01 -0.03 -1.55
Cl -6.124870 -0.209959 -7.192462 0.10 -0.10 -0.38 0.49
Cl -4.239002 -2.339615 -7.818276 0.01 0.20 0.00 0.52
H -3.946016 -0.014644 -8.069348 -0.30 -0.25 -0.06 -0.04
Cl 0.938317 4.438942 -4.654962 -0.01 0.22 -0.02 0.52
C 0.708103 6.163545 -4.989991 0.10 -0.05 -0.06 -1.52
Cl 0.084444 6.400588 -6.631509 0.11 0.00 0.21 0.52
Cl -0.385076 6.888223 -3.798605 0.42 0.24 -0.38 0.48
H 1.678114 6.661415 -4.914923 -0.35 -0.17 -0.02 0.02
Cl 10.242578 1.036423 7.529410 -0.21 -0.11 -0.01 0.52
C 8.701889 0.254618 7.136272 0.00 -0.01 0.06 -1.54
Cl 7.643430 1.372005 6.258305 0.12 -0.12 0.13 0.50
Cl 8.975206 -1.217415 6.188632 -0.07 0.14 0.14 0.51
H 8.208804 -0.024132 8.070937 0.16 0.10 -0.33 0.02